Record 1
Here is a structure of composition C41H41EuFP2 at a distorted geometry from the Open Molecules 2025 dataset. Energies are from wB97M-V/def2-TZVPD.

```
! RIJCOSX wB97M-V def2-TZVPD def2/J DEFGRID3
* xyz 0 8
Eu -0.471 -0.920 0.828
C 5.369 -4.134 2.727
C 5.829 -3.058 2.083
C 6.831 -3.091 0.939
C 6.718 -4.285 -0.014
C 5.314 -4.599 -0.463
C 4.470 -5.436 0.152
C 4.782 -6.233 1.394
C 5.720 -5.563 2.414
C -1.890 -0.304 -1.170
H 4.769 -4.011 3.631
H 5.584 -2.054 2.453
H 7.872 -3.047 1.318
H 6.717 -2.162 0.363
H 7.313 -4.041 -0.919
H 7.232 -5.142 0.423
H 5.051 -4.176 -1.431
H 3.535 -5.744 -0.320
H 5.203 -7.231 1.137
H 3.829 -6.464 1.890
H 5.650 -6.151 3.352
H 6.754 -5.693 2.081
H -2.934 -0.431 -0.805
H -1.701 -0.875 -2.094
H -1.648 0.761 -1.271
P 2.409 -0.198 1.232
P 1.332 -1.965 -1.334
C 3.441 -1.429 0.421
C 3.024 -2.094 -0.711
C 3.236 1.405 1.355
C 4.640 1.487 1.396
C 5.270 2.737 1.471
C 4.521 3.918 1.487
C 3.123 3.841 1.445
C 2.481 2.604 1.380
C 2.060 -0.742 2.981
C 1.143 -1.801 3.211
C 0.745 -2.115 4.511
C 1.317 -1.472 5.600
C 2.250 -0.450 5.384
C 2.605 -0.064 4.087
C 1.316 -1.771 -3.140
C 1.597 -0.484 -3.661
C 1.528 -0.247 -5.033
C 1.158 -1.272 -5.913
C 0.840 -2.537 -5.399
C 0.905 -2.789 -4.024
C 0.417 -3.508 -0.972
C -0.993 -3.500 -0.821
C -1.673 -4.679 -0.497
C -0.976 -5.881 -0.375
C 0.418 -5.899 -0.536
C 1.113 -4.720 -0.822
H 4.411 -1.681 0.869
H 3.731 -2.723 -1.264
H 5.238 0.576 1.370
H 6.362 2.784 1.511
H 5.024 4.890 1.535
H 2.543 4.767 1.458
H 1.391 2.554 1.347
H 0.753 -2.430 2.393
H -0.005 -2.895 4.663
H 1.056 -1.768 6.620
H 2.704 0.056 6.235
H 3.292 0.776 3.931
H 1.848 0.324 -2.977
H 1.752 0.745 -5.435
H 1.101 -1.089 -6.991
H 0.524 -3.337 -6.077
H 0.622 -3.769 -3.635
H -1.563 -2.585 -0.997
H -2.759 -4.658 -0.343
H -1.511 -6.809 -0.161
H 0.967 -6.842 -0.434
H 2.194 -4.717 -0.922
F -3.329 4.860 3.051
C -2.550 3.863 2.504
C -2.451 2.654 3.204
C -1.689 1.602 2.594
C -1.126 1.853 1.372
C -1.201 3.034 0.684
C -1.943 4.104 1.266
H -2.943 2.511 4.164
H -1.577 0.647 3.118
H -0.728 3.199 -0.285
H -2.053 5.069 0.764
*
```

electronic energy = -3079.5782 hartree
HOMO level (alpha / beta) = -0.2143 / -0.2160 hartree
<S²> = 15.763
gap between HOMO and LUMO (alpha / beta) = 0.2063 / 0.2080 Eh
molecular weight = 766.69 g mol⁻¹



Record 2
Here is the ion C2H9N2O with charge +1 at a distorted geometry from the Open Molecules 2025 dataset. Energies are from wB97M-V/def2-TZVPD.

```
! RIJCOSX wB97M-V def2-TZVPD def2/J DEFGRID3
* xyz 1 1
N 1.303 1.023 -0.235
C 0.445 -0.202 0.584
N 0.383 -1.288 -0.488
C -0.978 0.397 0.576
O -1.655 0.083 -0.674
H 1.320 1.921 0.243
H 2.268 0.680 -0.344
H 0.680 -0.320 1.630
H -0.564 -0.999 -0.974
H 1.155 -1.436 -1.110
H -0.077 -2.136 -0.155
H -1.646 -0.157 1.334
H -0.959 1.490 0.777
H -1.676 0.944 -1.165
*
```

electronic energy = -266.0393 hartree
HOMO level = -0.5431 hartree
gap between HOMO and LUMO = 0.4152 Eh
molecular weight = 77.11 g mol⁻¹
relative energy (zero: lowest compared OMol25 entry of this formula, charge and spin) = 295.1 kJ/mol



> The lowest electronic energy belongs to which entry?

C41H41EuFP2



> What is the molecular weight in the second record?

77.11 g mol⁻¹